Here is a 10-piece molecular cluster, C95H212N5O4P3 overall at a distorted geometry from the Open Molecules 2025 dataset. Energies are from the ωB97M-V functional and the def2-TZVPD basis.

Structure (XYZ):
```
319
Properties=species:S:1:pos:R:3:mulliken_charge:R:1
C 0.278 0.256 1.246 -0.2128
H 4.794 7.236 8.343 0.4074
H 3.672 -3.746 -7.500 0.5400
H -2.985 -2.406 4.697 0.3419
H -10.120 -4.838 2.029 0.4652
N -7.109 -4.470 3.542 0.5060
C 2.950 5.641 2.009 -0.1948
H 0.354 1.405 -9.323 0.3284
H 1.336 11.026 3.059 0.4002
C 1.062 2.645 -4.191 -1.1840
H -1.424 1.665 -2.243 0.1426
H -5.146 3.838 2.079 0.3998
H 3.786 -6.028 -4.890 0.3617
H 2.610 10.807 4.238 0.4607
O 5.660 3.909 3.339 -0.6461
H 3.632 7.995 7.160 0.3033
H -3.636 -2.214 1.704 -0.4095
H -0.989 -4.419 4.078 0.4941
H -0.828 1.778 -6.816 0.4899
H 4.592 -1.805 1.789 0.9717
C 0.576 10.844 5.121 -1.3003
H 3.181 5.587 0.945 0.6574
H 3.647 2.204 6.388 0.1436
H -4.275 0.881 -1.961 -0.1235
H 3.457 4.827 2.527 -0.2430
H -2.927 4.125 3.258 0.4925
H 3.003 -6.456 4.589 0.2901
H -6.244 -4.732 -2.126 0.4174
H 0.844 10.399 6.079 0.3288
C -5.333 -0.342 -3.509 -0.0968
H 4.034 0.289 -1.750 0.8070
C -9.528 -4.037 3.979 -0.6699
C 0.883 0.927 6.620 -0.9923
H -5.694 1.633 -2.750 0.8291
C -5.789 -3.784 3.087 -0.2647
C -4.936 -3.222 4.260 -1.1220
C -8.642 1.099 -4.573 -0.8941
H -6.678 1.834 1.005 0.7236
C 1.973 2.048 4.563 -0.7237
C 3.300 -3.947 -4.050 -0.1705
H 2.142 1.654 -10.704 0.4019
H 1.942 -1.601 -6.110 0.1022
H -0.808 -8.606 -3.503 0.3041
H -7.918 -2.527 3.922 0.3805
H -3.528 -0.562 -4.627 -0.3753
C 4.933 2.994 -2.056 -1.7102
C 5.792 2.761 3.900 0.3662
H -4.782 -0.486 -6.907 0.4693
H 1.765 -5.511 -6.232 0.5121
C -5.285 0.713 -2.334 -0.3775
C -7.927 -4.898 2.339 0.0792
C -0.650 -2.031 -1.750 1.0811
H 3.104 -4.127 -2.993 -0.0853
H -2.161 -1.487 -3.047 -0.1113
H 2.555 6.642 5.314 0.3994
H 2.095 2.866 -7.176 0.4132
H -4.033 -0.934 2.735 0.4751
O 6.285 2.565 5.021 -0.7175
C 0.292 -3.000 -2.560 0.7856
H 0.818 6.490 1.948 0.2791
H -10.205 0.466 -3.175 0.3503
H -1.959 -7.122 -0.185 0.5056
N -0.111 2.755 -5.214 0.9339
C 4.106 3.006 -0.777 1.9487
C 1.581 8.979 3.632 -0.2146
C 1.118 2.548 -7.538 -0.5933
H -7.855 -4.123 1.576 -0.2888
H 6.650 -6.052 -5.386 0.3781
C 2.624 8.629 2.550 -1.6425
C 4.183 5.966 6.574 -0.8857
H -2.580 -3.014 -2.192 0.4370
C 5.647 -1.307 -0.687 -0.9627
H 1.245 -3.094 -2.040 -0.6372
C 0.561 -2.593 -3.972 -0.1729
H -6.512 -5.457 5.393 0.3417
H -4.352 0.882 -5.166 0.2144
H -2.124 2.418 -4.813 0.3652
H 0.050 -4.924 -6.158 0.7177
H -2.545 4.005 1.590 0.2532
H 6.460 -1.152 0.023 0.3186
H 1.653 -2.238 -9.372 0.3032
H 1.280 4.572 -0.293 0.4070
C -6.025 1.926 0.138 -1.5351
H 4.542 -1.731 -8.654 0.4138
H -0.459 10.693 4.815 0.3331
O 5.453 1.783 3.052 -0.2353
H 0.969 -8.680 -3.169 0.3399
H 0.667 11.929 5.165 0.4116
C 2.703 -1.992 -9.530 -1.4483
H -10.062 -3.209 3.512 0.2864
H 5.408 0.596 6.051 0.4035
C -6.002 -4.878 -1.073 -1.7194
H -7.902 -3.646 5.304 0.3894
C 0.323 4.528 0.228 -1.3434
H -0.674 0.588 4.976 0.1941
P 3.870 7.220 2.582 1.1302
H -8.352 0.060 -4.734 0.1880
H -0.589 0.679 1.753 -0.0941
H 2.890 -3.594 5.135 -0.0265
H -3.784 1.551 0.613 0.0881
H -1.760 2.113 7.963 0.3556
H 3.233 1.746 -9.316 0.3375
H 1.036 0.396 7.560 0.4174
H -7.792 1.781 -4.606 0.2137
H -1.238 0.941 -4.386 0.1882
H 5.041 5.311 6.421 0.4514
C 0.193 1.902 -6.455 -0.7336
H 5.158 3.970 -2.486 0.4426
H -5.091 -3.717 0.509 -0.7446
H 4.625 -4.510 -5.515 0.1701
H -0.146 -0.798 5.824 -0.2562
H -0.206 -5.186 -0.669 -0.0621
C -1.203 2.030 -4.378 -0.6761
C -0.127 -3.755 4.139 -1.1315
H -5.456 -0.981 0.914 0.5993
C 0.567 4.408 1.751 1.2283
H 7.146 6.905 2.125 0.4099
H 3.890 -3.032 -4.099 0.7931
C 3.511 -1.709 -8.302 -0.3545
C 2.279 -5.655 4.742 -1.1119
H 7.390 6.461 -2.087 0.4433
H 0.323 -6.227 4.157 0.4033
C 4.213 -5.051 -4.663 -0.8025
H 3.438 -0.454 1.848 0.1687
C -8.003 0.259 -1.493 -0.9322
H 2.656 0.359 -0.609 -0.2907
H -6.205 -3.004 2.449 0.0827
H -4.784 2.323 2.736 0.4372
H -6.974 -5.120 -0.642 0.3238
C 3.951 -0.570 5.040 0.7264
H 2.169 3.101 -9.909 0.3780
H -2.765 2.143 6.480 0.2409
H 6.008 -0.557 -1.390 0.5244
H 1.651 -6.463 2.879 0.5021
C -0.468 4.241 -5.399 -1.0046
H 1.036 2.576 -1.931 -0.6293
H -0.246 5.447 0.091 0.4864
C -4.412 3.036 2.001 -0.9228
C -9.528 1.312 -3.289 -0.9438
C 6.669 6.543 -1.274 -0.7234
C -8.657 1.545 -2.045 -0.8328
C 3.740 0.417 -0.708 -0.0973
H -0.319 -2.813 3.624 0.2073
C -3.583 -2.755 3.855 0.4292
H -0.394 3.793 -0.136 0.1639
H 4.632 7.689 0.430 0.4388
P -6.287 0.471 -0.872 0.3901
H 1.064 -1.633 -4.091 -0.1802
C -8.105 -3.554 4.237 -0.5105
H -1.931 -6.199 -1.752 0.2498
C 2.423 -0.422 5.038 0.2431
H -4.832 -4.010 5.006 0.5315
C -1.136 -5.135 -0.103 1.5378
C 0.191 -8.681 -3.933 -1.3452
C -9.370 -5.020 2.799 -0.9035
H 3.609 1.770 0.980 -0.5546
H 5.383 7.697 6.829 0.3163
H 1.661 0.679 -8.335 -0.4975
H 4.759 8.036 4.524 0.8239
C 2.010 -2.608 -6.520 -0.7220
N 0.841 -4.488 3.168 0.9434
H 1.547 3.619 -4.124 0.0789
C -2.399 1.527 7.302 -1.2449
H 0.522 0.930 -6.089 0.0325
O 0.778 -0.922 1.831 -0.2566
H 4.606 -3.709 0.476 0.6259
H 3.993 -4.559 4.112 0.6623
C -3.388 -1.811 2.686 -0.5301
C -4.526 2.347 0.668 -0.1627
C 4.476 7.321 7.303 -1.2643
C 0.558 2.189 -2.831 2.4028
H -2.319 2.600 2.626 0.1007
H 1.059 1.743 4.054 0.1531
H -7.221 -2.472 -0.294 0.5922
H 1.982 -5.594 5.789 0.4197
H 5.968 7.342 -1.515 0.3217
H 0.635 8.598 3.246 0.3383
H -0.357 4.317 2.322 0.1790
H 5.176 2.550 2.545 0.1027
C 5.403 -5.266 -3.758 0.3475
H -1.567 -4.156 -0.311 -0.4852
C 2.950 -4.346 4.349 -0.6289
H 1.137 -2.975 -7.060 0.7111
H -2.305 -0.478 6.494 0.1713
C 5.457 -2.739 -1.287 -0.3126
H 2.843 -1.870 -1.306 0.5407
C 4.124 1.699 0.023 -0.4656
H 0.337 -9.717 -4.238 0.4187
C 0.351 -4.451 1.682 -0.2569
C 2.251 2.037 -9.689 -1.5530
H -9.314 1.927 -1.264 0.4537
C -4.514 -0.119 -4.766 0.7322
H 7.294 -6.201 -3.915 0.4660
C 3.563 6.249 5.177 0.5016
H -6.434 -2.265 -1.778 0.7520
H 2.819 1.879 3.898 0.0510
H -0.217 -7.726 -5.768 0.3943
H 5.893 2.514 -1.865 0.4270
C -2.171 -2.009 -2.091 -0.4944
H -1.234 -0.393 7.771 0.5048
H 4.054 -2.411 -6.407 0.0718
C -6.224 -2.330 -0.711 -1.3634
H 0.119 -3.416 1.430 -0.5723
H -3.081 -5.832 -0.489 0.0117
H -0.215 -1.032 -1.753 -0.4935
H -3.020 -3.636 3.545 -0.4194
H -0.079 0.165 0.220 -0.3590
H 3.224 9.538 2.495 0.7775
H -10.182 2.132 -3.587 0.4239
H 3.889 -4.244 -0.965 0.4867
H -7.716 -6.354 4.389 0.3995
H -1.266 3.433 -2.696 0.3672
C -5.238 -0.775 -5.961 -1.6109
H 0.269 -3.561 5.136 0.5856
C 5.147 7.577 1.384 -0.9895
C -6.819 -5.735 4.384 -0.8913
C -5.524 -1.049 -0.172 0.3865
C 3.331 -2.143 -0.371 -0.1701
H 6.072 -7.298 -4.246 0.4030
C 1.371 5.622 2.307 -1.1530
H -0.496 -2.202 -0.684 -0.2527
C -2.981 3.439 2.413 -1.0997
H 5.352 -2.724 -2.372 -0.1835
H 6.349 -3.337 -1.103 0.6361
H -6.080 -6.320 3.837 0.3123
H 6.118 5.605 -1.341 -0.1752
H 0.791 1.979 6.889 0.5819
H 2.687 -2.303 0.494 -0.5149
H 3.106 3.407 -0.944 -0.6321
H 2.766 -4.242 2.379 0.3352
H 1.561 -6.244 -3.817 0.1452
H -4.104 3.108 0.011 0.4572
N 2.208 0.948 5.707 0.6495
H 1.969 3.079 4.916 0.6025
H 3.414 5.403 7.103 0.3940
H -6.366 -0.461 -3.834 0.0065
C 6.396 6.714 1.357 0.0463
C -0.334 0.267 5.961 0.6297
H 3.384 5.260 4.754 -0.8759
C 1.240 -5.865 3.693 -0.5891
H -0.679 4.627 -4.401 0.3833
C -0.963 2.405 -2.897 -0.6963
H -3.214 1.253 7.971 0.4296
C 1.234 1.608 -8.713 0.4689
H -8.588 -0.029 -0.620 0.7272
C -0.771 -5.356 1.347 -0.8867
H -7.956 2.345 -2.284 0.4160
H 4.663 3.655 -0.101 -0.5963
H 1.179 3.525 1.941 -0.8918
H -5.474 -2.442 4.799 0.2487
H 0.822 1.134 -2.752 -0.9180
C 4.281 -3.341 -0.497 -0.9189
H 5.984 -4.357 -3.602 0.1118
H 5.157 1.474 0.290 0.5206
H -8.030 -0.607 -2.155 0.6556
H 1.255 -4.692 1.122 0.3195
H 5.077 -5.601 -2.774 0.1492
H -4.452 -1.020 -0.370 -0.7766
H -5.157 -4.528 2.602 0.1985
C -2.055 -6.151 -0.670 -1.4401
H 3.053 -2.853 -10.099 0.4455
H -0.461 -6.397 1.438 0.5850
H -9.296 1.372 -5.401 0.4999
H -4.374 -3.357 -0.991 -0.5862
H 8.194 6.150 0.324 0.4684
C 0.700 -6.188 -4.484 -0.1930
C 1.591 10.512 3.985 -0.7001
C 3.449 1.154 6.606 -0.3129
C 3.362 -2.753 -7.177 -0.4914
C 7.321 6.773 0.132 -1.0672
H -5.029 -1.352 -3.236 -0.0280
H -10.117 -4.324 4.850 0.3582
C 4.382 -0.799 1.426 -1.8876
H -0.374 -2.529 -4.529 0.5028
H 4.291 -1.603 5.110 0.3135
C 0.965 -5.125 -5.600 -1.1465
H 7.768 7.767 0.114 0.4113
H -9.603 -6.033 3.129 0.3630
H 2.131 -0.421 3.987 -0.7111
H -6.493 2.730 -0.430 0.6133
H -0.122 -4.008 -2.530 -0.2627
H 6.134 5.664 1.489 -0.1063
N 4.274 -0.920 -0.136 1.0475
H -1.294 4.294 -6.108 0.3806
H -6.278 -0.472 -6.084 0.2915
C 2.207 -3.801 3.205 0.0762
H -0.179 -5.872 -3.921 0.1841
H -5.430 -5.795 -0.933 0.3999
H -5.149 -1.860 -5.904 0.3600
H 5.218 -0.167 1.726 0.5836
H 1.748 8.363 4.516 -0.0982
H 4.416 -0.060 4.196 -0.8890
H 4.644 -0.623 7.100 0.3431
H 2.116 8.523 1.591 0.5843
H 1.884 2.026 -4.551 0.4792
C 4.479 0.076 6.280 -1.0627
H 0.897 1.152 1.297 -0.1137
C -1.586 0.212 6.935 -0.8669
H 4.472 2.555 -2.940 0.2184
H 0.392 4.845 -5.686 0.3814
H 0.686 3.491 -7.873 0.5009
H 1.135 5.675 3.370 0.4842
C 0.538 -7.629 -4.989 -0.7396
C 6.304 -6.240 -4.369 -1.8324
H 2.090 -2.719 3.267 -0.1886
H -2.377 -1.446 2.509 0.3276
H 5.653 8.491 1.693 0.4963
H -7.595 -5.863 1.956 0.4493
H 3.218 1.316 7.659 0.5009
P 1.723 -3.582 -4.955 0.6093
C 4.505 7.010 4.259 -1.1416
H 2.790 -1.142 -10.206 0.3986
H -1.602 -5.184 2.031 0.3419
H 3.228 -0.718 -7.947 0.1594
H 1.427 -7.937 -5.539 0.4530
H 2.039 -1.301 5.556 0.4387
C -5.343 -3.570 -0.541 1.9124
H 5.515 6.603 4.313 0.7693
H -2.742 -1.422 -1.371 -0.2173
```

The total charge is +6. The HOMO energy comes out at -16.69 eV. The calculation puts the total energy at -5343.31559 a.u. As for the HOMO-LUMO gap: 6.43 eV.